The following is a DFT calculation (wB97M-V/def2-TZVPD) of a molecular structure, C38H49N2O4S2SeW.

Geometry as ORCA input:
```
! wB97M-V def2-TZVPD RIJCOSX def2/J DEFGRID3
* xyz 1 1
W -0.79 0.53 -0.38
C 5.29 1.29 3.46
C 4.40 2.53 3.70
C 5.03 3.75 3.03
C 4.34 2.78 5.21
C 3.03 2.21 3.11
C 2.83 2.36 1.74
C 1.64 1.93 1.18
Se 1.25 1.93 -0.73
C 0.30 -1.31 -0.40
C 1.33 -2.02 -1.01
C 1.06 -3.18 -1.74
C -0.26 -3.61 -1.80
C -1.34 -2.94 -1.24
C -1.04 -1.77 -0.51
O -1.96 -0.94 0.05
C -2.78 -3.41 -1.35
C -2.92 -4.72 -2.13
C -3.33 -3.63 0.07
C -3.58 -2.31 -2.07
C 2.14 -3.91 -2.52
C 2.35 -5.30 -1.91
C 3.48 -3.16 -2.50
C 1.70 -4.04 -3.99
C 0.61 1.40 1.97
O -0.47 0.97 1.31
C 0.78 1.26 3.36
C 2.00 1.66 3.88
C -0.34 0.61 4.16
C -0.08 0.63 5.66
C -1.66 1.34 3.90
C -0.46 -0.85 3.69
H 6.26 1.44 3.92
H 5.42 1.11 2.40
H 4.83 0.41 3.90
H 5.93 4.05 3.57
H 4.33 4.59 3.04
H 5.31 3.55 2.00
H 5.32 3.11 5.56
H 4.08 1.88 5.76
H 3.62 3.56 5.45
H 3.58 2.78 1.09
H 2.34 -1.64 -0.94
H -0.46 -4.53 -2.34
H -2.40 -5.53 -1.63
H -2.55 -4.62 -3.14
H -3.97 -5.00 -2.19
H -2.74 -4.39 0.58
H -4.36 -3.96 0.03
H -3.28 -2.70 0.64
H -3.20 -2.18 -3.09
H -3.51 -1.36 -1.54
H -4.63 -2.59 -2.13
H 2.63 -5.21 -0.86
H 3.15 -5.81 -2.43
H 1.45 -5.90 -1.98
H 3.88 -3.09 -1.49
H 3.38 -2.16 -2.92
H 4.20 -3.70 -3.10
H 0.81 -4.66 -4.09
H 2.49 -4.49 -4.58
H 1.48 -3.06 -4.41
H 2.17 1.53 4.94
H 0.09 1.65 6.02
H 0.78 0.02 5.93
H -0.94 0.24 6.19
H -1.54 2.41 4.06
H -2.42 0.96 4.57
H -2.01 1.19 2.87
H 0.48 -1.38 3.83
H -0.74 -0.92 2.63
H -1.23 -1.36 4.27
O -2.99 3.44 -4.30
C -2.37 2.45 -4.93
C -2.20 2.55 -6.32
C -1.57 1.55 -7.02
C -1.09 0.41 -6.38
C -1.22 0.30 -5.01
C -1.85 1.31 -4.27
C -1.82 1.23 -2.82
O -1.00 0.36 -2.22
N -2.46 2.07 -2.07
N -2.13 2.00 -0.72
C -2.71 2.97 0.02
S -3.98 3.98 -0.64
C -3.99 5.14 0.78
C -3.36 4.47 1.98
S -1.83 3.65 1.37
H -3.02 3.29 -3.34
H -2.58 3.43 -6.81
H -1.45 1.65 -8.09
H -0.60 -0.37 -6.94
H -0.84 -0.56 -4.48
H -5.03 5.43 0.98
H -3.41 6.02 0.48
H -4.00 3.70 2.41
H -3.08 5.20 2.74
*
```

E_LUMO (alpha / beta): -4.901 / -4.901 eV
Maximum force: 5.0 eV/A
Kohn-Sham gap (alpha / beta): 5.67 / 5.67 eV
E_tot: -140208.6486 eV